No. 1
95
Properties=species:S:1:pos:R:3 method="wB97M-V/def2-TZVPD" largest_force_ha_per_bohr=0.030 total_charge=-1 total_energy_ha=-5919.24149 homo_energy_ev=-5.180
In 0.13690 1.34240 -0.38665
N 0.43280 0.03770 2.46835
C 1.53460 0.58790 3.07935
C 1.46780 0.90590 4.43845
C 2.50250 1.54640 5.08545
C 3.64670 1.87780 4.37995
C 3.75650 1.50120 3.05355
C 2.72500 0.85090 2.38075
C 3.02180 0.34940 1.01935
C 4.19390 -0.40910 0.92975
C 4.65250 -0.89300 -0.27635
C 3.94460 -0.60740 -1.43065
C 2.77440 0.12960 -1.34805
C 2.28330 0.60890 -0.13715
H -0.20320 -0.44360 3.08765
H 0.60260 -0.45910 1.60485
H 0.57480 0.62370 4.97835
H 2.42200 1.76960 6.14145
H 4.45990 2.40100 4.86545
H 4.67550 1.70740 2.51885
H 4.73220 -0.64220 1.84015
H 5.55580 -1.48770 -0.31225
H 4.29220 -0.97460 -2.38785
H 2.21540 0.33610 -2.25795
O 0.31260 2.00470 -2.61605
N 0.44220 3.23000 -2.91285
N 0.59300 4.06400 -1.95835
O 0.60170 3.76250 -0.69805
C 0.69680 5.41100 -2.34855
C 0.74710 5.72660 -3.70505
C 0.78990 7.04440 -4.10645
C 0.79250 8.06230 -3.16415
C 0.76590 7.74570 -1.81605
C 0.72800 6.42640 -1.39925
H 0.75000 4.92530 -4.42425
H 0.82080 7.27290 -5.16195
H 0.81560 9.09440 -3.48495
H 0.76910 8.53490 -1.07965
H 0.72110 6.17860 -0.34945
Cl 2.07380 -6.76860 -0.93555
C 2.46120 -6.01430 0.57895
C 3.33150 -6.68860 1.41435
C 3.77440 -6.09700 2.58385
C 3.37990 -4.80260 2.88005
C 2.49550 -4.14500 2.05245
Cl 2.03670 -2.52910 2.45155
C 1.95780 -4.73660 0.88885
N 1.08930 -4.04190 0.10955
C 0.06650 -4.54470 -0.68875
C -0.60860 -5.71800 -0.35965
C -1.64260 -6.18110 -1.15145
C -2.03630 -5.46420 -2.26625
C -1.38170 -4.28670 -2.58645
C -0.32800 -3.81410 -1.82085
C 0.39060 -2.56090 -2.21375
C 0.04020 -1.38920 -1.27825
O -0.61160 -0.45430 -1.76175
O 0.41630 -1.44680 -0.09065
H 3.67520 -7.67050 1.12655
H 4.44220 -6.62650 3.24415
H 3.74610 -4.29440 3.75855
H 1.04720 -3.01510 0.22395
H -0.32250 -6.25830 0.53175
H -2.14670 -7.10000 -0.88915
H -2.84400 -5.82120 -2.88745
H -1.68340 -3.72270 -3.45655
H 0.11460 -2.26920 -3.22715
H 1.47210 -2.71170 -2.16645
C -4.52530 3.68050 1.44065
Si -3.42060 2.96420 0.02575
C -4.65700 2.44800 -1.35465
C -2.49680 4.46650 -0.72825
As -2.06590 1.33900 1.08125
Si -3.20320 -0.61630 0.34585
C -2.44890 -2.21650 1.09245
C -4.90210 -0.50900 1.25825
C -3.68000 -0.99190 -1.47785
H -5.18010 4.47050 1.08385
H -3.91310 4.08630 2.24325
H -5.14630 2.89800 1.86985
H -5.17260 3.30970 -1.77035
H -5.40690 1.75990 -0.97795
H -4.12500 1.95730 -2.16285
H -3.09410 5.37460 -0.74895
H -2.21020 4.23360 -1.75115
H -1.59060 4.66930 -0.16595
H -2.27740 -2.10870 2.16105
H -1.49750 -2.44800 0.63265
H -3.10160 -3.07200 0.93835
H -4.75830 -0.42510 2.33225
H -5.50710 -1.39010 1.06895
H -5.46580 0.36020 0.93445
H -2.87040 -0.70160 -2.13675
H -4.57360 -0.45480 -1.78035
H -3.86240 -2.05310 -1.62805

=====

No. 2
98
Properties=species:S:1:pos:R:3 method="wB97M-V/def2-TZVPD" largest_force_ha_per_bohr=0.068 total_charge=+3 total_energy_ha=-8694.50596 s_squared=2.00 homo_energy_ev="-14.176 / -14.176" multiplicity=3
Pr 0.36116 -0.27290 -0.19622
N -4.93881 1.23661 -1.57845
C -4.47782 2.56796 -2.09120
C -4.04330 2.43947 -3.57356
C -2.84206 1.49617 -3.56835
N -3.29343 0.13705 -3.07658
C -1.70515 2.03877 -2.68743
C -2.03013 2.44850 -1.25560
N -1.82875 1.24533 -0.35744
C -3.40285 3.14756 -1.15294
H -5.93159 1.10208 -1.70884
H -4.79478 1.22409 -0.56551
H -4.19562 0.42096 -2.41948
H -5.35707 3.20924 -2.09191
H -3.81023 3.38613 -4.03903
H -4.94578 2.08651 -4.15661
H -2.41462 1.37248 -4.54372
H -2.54590 -0.44267 -2.58225
H -3.61148 -0.53493 -3.80395
H -1.26497 2.88075 -3.18717
H -0.83651 1.31934 -2.71707
H -1.20765 3.16428 -0.91998
H -2.61240 0.56745 -0.51790
H -1.88985 1.50385 0.62391
H -3.27166 4.21029 -1.48117
H -3.81576 3.16632 -0.10112
Br -2.93888 -3.23261 -3.23910
C -2.68744 -3.52301 -1.36073
C -3.32997 -4.59980 -0.77404
C -3.09816 -4.83897 0.56482
Br -3.57426 -6.44258 1.28226
C -2.42929 -3.90606 1.42885
C -2.38545 -4.00601 2.81322
C -1.81802 -2.99924 3.56710
C -1.29186 -1.87641 2.90177
N -1.06006 -1.90840 1.56147
C -1.75009 -2.82738 0.81227
C -1.86692 -2.61793 -0.64778
O -1.30050 -1.55752 -1.13032
H -4.03812 -5.16674 -1.37626
H -2.99999 -4.74964 3.28594
H -1.85394 -2.97733 4.66594
H -0.97893 -0.95683 3.37027
C 2.82442 3.12541 2.17254
C 1.90495 2.59483 1.20545
N 1.50274 1.30278 1.22106
C 1.81975 0.57336 2.30366
C 2.65077 1.00871 3.34495
C 3.08108 2.34115 3.31545
C 3.24758 -0.00141 4.29948
C 4.29349 -0.82713 3.93399
C 5.03689 -0.60121 2.68376
C 6.36276 -0.17406 2.77174
C 6.99163 0.26453 1.58679
N 6.45010 0.10141 0.38233
C 5.19958 -0.32445 0.41463
N 4.49113 -0.79197 1.42530
H 3.22398 4.12061 2.04828
H 1.50645 3.27721 0.43525
H 1.45277 -0.48097 2.42360
H 3.95103 2.61961 3.96901
H 2.76087 -0.11217 5.25216
H 4.76537 -1.41918 4.67655
H 6.83182 0.00253 3.72038
H 7.92266 0.85363 1.57649
H 4.74970 -0.34714 -0.55505
Cl -5.75778 1.51932 3.56844
C -4.07226 1.79143 3.85163
C -3.52429 2.87395 4.57162
C -2.17375 3.19615 4.39422
C -1.47297 2.56210 3.36673
N -2.04146 1.56593 2.65475
C -3.20937 1.08637 3.04163
H -4.12636 3.36722 5.32834
H -1.69322 4.05491 4.89442
H -0.40930 2.82330 3.21193
H -3.53333 0.15556 2.58936
N 5.23890 -0.40929 -5.27610
C 4.32148 -1.38255 -5.21309
S 4.56091 -2.75855 -6.12791
C 3.14636 -1.04127 -4.35143
C 2.06296 -1.86858 -4.13642
C 1.04944 -1.50585 -3.28011
N 1.25214 -0.43297 -2.48244
C 2.14211 0.48442 -2.87988
C 3.21492 0.19126 -3.70356
H 6.10237 -0.52239 -5.79339
H 4.91840 0.56074 -5.13352
H 1.98940 -2.74637 -4.80094
H 0.08260 -1.98358 -3.19884
H 1.87130 1.49336 -2.56230
H 4.02090 0.95925 -3.76753
C 2.01584 -3.35049 0.34461
O 2.14361 -1.95383 0.50373
H 1.97632 -3.87391 1.28743
H 2.85506 -3.77279 -0.15926
H 1.15122 -3.52034 -0.27671
H 2.98520 -1.60286 0.95075

=====

No. 3
94
Properties=species:S:1:pos:R:3 method="wB97M-V/def2-TZVPD" largest_force_ha_per_bohr=0.015 total_charge=+1 total_energy_ha=-2735.46505 homo_energy_ev=-10.723
N -1.88934 -1.52973 -5.01473
C -2.78775 -2.49556 -5.23260
N -3.35151 -3.25097 -4.27016
C -3.80917 -4.46103 -5.01292
C -4.37993 -3.76213 -6.23178
P -5.77239 -2.55971 -5.81305
O -6.89006 -3.70579 -5.50783
I -6.18404 -1.90268 -8.14149
N -3.22452 -2.84047 -6.45923
H -1.12471 -1.36441 -5.64842
H -2.02345 -0.89306 -4.23458
H -2.80085 -3.39972 -3.42445
H -2.87436 -4.92375 -5.35150
H -4.43871 -5.16933 -4.48751
H -4.66484 -4.41053 -7.05568
H -7.63247 -3.34386 -5.00051
H -3.34962 -2.08058 -7.12077
N -1.10000 -3.99768 -1.77501
C -0.54212 -4.43952 -0.64961
C 0.66330 -3.95452 -0.16214
C 1.32127 -2.96129 -0.87098
C 0.75524 -2.49425 -2.04848
C -0.44560 -3.05189 -2.44777
H -1.08171 -5.21767 -0.12282
H 1.07465 -4.35272 0.75495
H 2.26123 -2.56086 -0.51510
H 1.23134 -1.72350 -2.63849
H -0.95378 -2.72833 -3.34255
N -1.28895 1.28233 -3.89094
C -0.32934 2.17441 -3.63825
C -0.31790 3.45092 -4.18235
C -1.34574 3.82286 -5.03731
C -2.34965 2.90684 -5.31799
C -2.26021 1.66691 -4.71496
H 0.45932 1.85440 -2.96766
H 0.48147 4.14068 -3.93933
H -1.36046 4.81140 -5.47768
H -3.17006 3.14380 -5.98024
H -3.03925 0.92744 -4.88112
N 1.24356 6.24657 -2.48852
C -0.02056 6.27683 -2.07346
C -0.43064 6.83936 -0.87564
C 0.52874 7.41426 -0.05549
C 1.85007 7.39058 -0.47415
C 2.15663 6.79726 -1.68950
H -0.74206 5.82981 -2.74986
H -1.47563 6.83180 -0.59693
H 0.26761 7.86565 0.89290
H 2.63220 7.82360 0.13440
H 3.18064 6.76404 -2.04470
N 1.21593 7.89358 3.21487
C 2.32644 8.56285 3.52018
C 3.06481 8.34050 4.67167
C 2.62340 7.37238 5.55964
C 1.47081 6.66534 5.25793
C 0.80888 6.96188 4.07576
H 2.63632 9.32024 2.80760
H 3.95892 8.91687 4.86592
H 3.16986 7.17264 6.47264
H 1.08352 5.89799 5.91118
H -0.09595 6.42646 3.80965
N 1.12419 -8.58924 -4.05164
C 0.65911 -7.52671 -3.40120
C 1.41882 -6.76348 -2.52814
C 2.73923 -7.12626 -2.31382
C 3.23836 -8.23254 -2.98131
C 2.39354 -8.92649 -3.83708
H -0.37981 -7.27304 -3.58842
H 0.98028 -5.90827 -2.03527
H 3.36741 -6.55825 -1.63922
H 4.26121 -8.55570 -2.84582
H 2.75148 -9.79545 -4.37743
N 0.04518 3.67110 6.26472
C 0.81883 3.56901 7.34435
C 1.27249 2.36366 7.85638
C 0.90643 1.18946 7.21628
C 0.10137 1.28171 6.09148
C -0.30038 2.53698 5.65885
H 1.08659 4.50346 7.82807
H 1.89812 2.34809 8.73853
H 1.23409 0.22286 7.58087
H -0.21447 0.39362 5.55982
H -0.93308 2.64200 4.78376
N 1.48289 -2.07287 7.51299
C 2.27235 -2.42909 6.50235
C 2.48608 -3.74613 6.12510
C 1.84606 -4.74839 6.83672
C 1.02118 -4.39178 7.89102
C 0.87304 -3.04523 8.18762
H 2.75971 -1.61711 5.97215
H 3.14202 -3.97654 5.29675
H 1.98951 -5.78905 6.57636
H 0.50323 -5.13880 8.47629
H 0.23607 -2.72846 9.00588

=====

No. 4
85
Properties=species:S:1:pos:R:3 method="wB97M-V/def2-TZVPD" largest_force_ha_per_bohr=0.041 total_charge=+1 smiles=c1ccc(C(c2ccccc2)[C@@H]2CCC[N@@H+]2C(c2ccc(N3CCCC3)cc2)c2ccc(N3CCCC3)cc2)cc1 total_energy_ha=-1638.44574 homo_energy_ev=-9.729
C -2.92287 -3.90613 4.00747
C -2.66169 -3.91765 2.63271
C -1.56026 -3.22395 2.13023
C -0.73581 -2.47809 2.98033
C 0.46466 -1.76465 2.34937
C 1.75208 -2.58379 2.53589
C 2.77943 -2.44079 1.59388
C 3.95341 -3.18704 1.71621
C 4.13750 -4.05901 2.79467
C 3.13309 -4.16818 3.75867
C 1.94651 -3.43995 3.62555
C 0.70174 -0.29665 2.78855
C -0.29603 0.37572 3.71675
C 0.05282 1.86660 3.64137
C 1.12041 1.99036 2.56803
N 0.87954 0.78442 1.66361
C -0.18540 0.82622 0.63564
C -0.71744 2.16605 0.04998
C -1.51762 1.96795 -1.09703
C -2.16641 2.98841 -1.77987
C -2.07148 4.32612 -1.32281
N -2.77291 5.33942 -1.91117
C -2.57274 6.71861 -1.53546
C -3.41780 7.55767 -2.50590
C -4.29493 6.56268 -3.28547
C -3.74453 5.15675 -2.97311
C -1.26832 4.55169 -0.17431
C -0.67221 3.49820 0.53378
C 0.30416 -0.05960 -0.54761
C -0.24309 -1.32811 -0.79999
C 0.39769 -2.20185 -1.67454
C 1.40391 -1.74414 -2.55340
N 1.94622 -2.59300 -3.48292
C 2.79778 -2.16551 -4.58273
C 3.13730 -3.44283 -5.38002
C 2.33021 -4.59074 -4.74504
C 1.60401 -3.99901 -3.52588
C 1.79967 -0.38418 -2.44115
C 1.29997 0.42055 -1.42182
C -0.97521 -2.51083 4.36451
C -2.06943 -3.21896 4.87662
H -3.77208 -4.46493 4.40126
H -3.29590 -4.47200 1.93627
H -1.31957 -3.26376 1.06404
H 0.28483 -1.74471 1.27295
H 2.64306 -1.76154 0.74805
H 4.73235 -3.08396 0.96457
H 5.05542 -4.64117 2.89293
H 3.25731 -4.82307 4.62027
H 1.16576 -3.55719 4.37756
H 1.68578 -0.23420 3.28564
H -1.33278 0.17862 3.43090
H -0.18700 -0.02855 4.73331
H -0.82717 2.48354 3.42906
H 0.44101 2.20988 4.60508
H 1.19818 2.89928 1.98120
H 2.10531 1.81436 3.02232
H 1.75624 0.58670 1.15986
H -1.04714 0.33127 1.11720
H -1.62276 0.95897 -1.50615
H -2.73646 2.75916 -2.68087
H -2.88965 6.89593 -0.49538
H -1.50838 6.99441 -1.58689
H -4.01123 8.29051 -1.95007
H -2.74680 8.09616 -3.18372
H -5.33230 6.62914 -2.94037
H -4.27288 6.75821 -4.36242
H -3.27712 4.71846 -3.86952
H -4.55650 4.47293 -2.67821
H -1.17253 5.57769 0.19569
H -0.17707 3.78792 1.46154
H -1.13931 -1.66222 -0.27267
H 0.08661 -3.24431 -1.70912
H 3.70976 -1.68108 -4.20436
H 2.29388 -1.41960 -5.22489
H 4.21299 -3.65002 -5.31877
H 2.85323 -3.30167 -6.42911
H 1.57534 -4.97011 -5.44189
H 2.98001 -5.41655 -4.43157
H 0.51404 -4.14591 -3.59669
H 1.92751 -4.49855 -2.60080
H 2.53822 0.01732 -3.13860
H 1.66901 1.45330 -1.32160
H -0.29983 -2.00615 5.06314
H -2.23735 -3.23526 5.95723